# 1
The following is a DFT calculation (wB97M-V/def2-TZVPD) of 3 unconnected molecules or ions with the total composition C4H16N3O2 at a distorted geometry.

HOMO energy in eV: -13.8
Spin multiplicity: 1
Frontier orbital gap in eV: 11.051
Net charge: +1

Last column: Mulliken charge in e.
Positions of all 25 atoms, in Å:
1 C -0.684 2.476 0.745  -1.0602
2 C 0.657 2.096 -0.131  0.2408
3 C 0.285 1.066 -1.223  -1.3664
4 N -0.381 -0.144 -0.792  -0.0069
5 C 0.378 -1.251 -0.556  0.5829
6 N 1.728 -1.187 -0.563  -0.3662
7 N -0.203 -2.463 -0.270  -0.3641
8 H -1.032 3.369 0.407  0.3517
9 H -0.570 2.438 1.880  0.2714
10 H -1.444 1.709 0.590  0.2920
11 H 1.192 3.059 -0.220  0.4776
12 H 1.480 1.639 0.540  -0.0442
13 H -0.462 1.559 -1.777  0.4874
14 H 1.211 0.986 -2.063  0.2990
15 H -1.410 -0.286 -0.772  0.2813
16 H 2.215 -0.195 -0.409  0.2686
17 H 2.177 -1.971 -0.173  0.2366
18 H 0.320 -3.263 0.135  0.2192
19 H -1.226 -2.759 -0.561  0.2388
20 H -3.725 -2.838 -0.060  0.3428
21 H -3.357 -2.749 -1.613  0.3176
22 O -2.937 -2.738 -0.775  -0.6967
23 H 1.244 0.148 2.735  0.3199
24 H 2.482 0.957 2.742  0.2964
25 O 2.062 0.341 2.185  -0.6191


# 2
The following is a DFT calculation (wB97M-V/def2-TZVPD) of 3 unconnected molecules or ions with the total composition C4H16NO2 at a distorted geometry.

HOMO energy in eV: -14.6
Spin multiplicity: 1
Frontier orbital gap in eV: 11.605
Net charge: +1

Last column: Mulliken charge in e.
Positions of all 23 atoms, in Å:
1 C 0.820 1.084 0.334  -0.4133
2 C 1.917 0.688 -0.706  -0.6538
3 C 1.928 -0.839 -0.995  -0.5022
4 C 0.476 -1.426 -1.230  -1.0343
5 N -0.623 0.934 -0.253  -0.1781
6 H 0.930 0.416 1.239  0.2143
7 H 0.908 2.111 0.650  0.4235
8 H 1.989 1.338 -1.640  0.3350
9 H 2.951 0.809 -0.271  0.3070
10 H 2.680 -1.099 -1.760  0.3753
11 H 2.197 -1.300 -0.054  0.3043
12 H 0.433 -1.300 -2.289  0.3577
13 H -0.557 -1.224 -0.851  0.2382
14 H 0.529 -2.559 -0.990  0.2823
15 H -1.186 0.175 -0.045  0.0625
16 H -0.645 1.048 -1.277  0.3637
17 H -1.100 1.735 0.134  0.4761
18 H -2.915 0.587 1.400  0.3498
19 H -3.427 1.971 2.091  0.3451
20 O -3.094 1.525 1.243  -0.6619
21 H -1.744 -2.170 1.408  0.3036
22 H -1.020 -1.230 2.358  0.2924
23 O -1.446 -1.274 1.503  -0.5874


# 3
The following is a DFT calculation (wB97M-V/def2-TZVPD) of 4 unconnected molecules or ions with the total composition C4H16O3S at a distorted geometry.

HOMO energy in eV: -9.0
Spin multiplicity: 1
Frontier orbital gap in eV: 9.258
Structure (SMILES): CCCCS.O.O.O

Last column: Mulliken charge in e.
Positions of all 24 atoms, in Å:
1 C 0.752 -2.484 -0.788  -1.2379
2 C -0.331 -1.390 -0.793  -0.3735
3 C 0.261 -0.019 -0.493  -0.2898
4 C -0.791 1.101 -0.454  -0.8538
5 S -0.087 2.784 -0.315  -0.1664
6 H 0.320 -3.479 -0.767  0.3554
7 H 1.513 -2.309 -0.033  0.3475
8 H 1.256 -2.445 -1.760  0.2834
9 H -0.831 -1.450 -1.760  0.2738
10 H -1.074 -1.590 -0.012  0.3102
11 H 0.902 -0.148 0.381  0.4342
12 H 0.933 0.289 -1.301  0.2066
13 H -1.400 1.096 -1.351  0.3729
14 H -1.374 0.974 0.456  0.3459
15 H 0.244 2.698 0.974  -0.0347
16 H 0.740 0.452 -4.367  0.2924
17 H 0.451 1.664 -3.480  0.3081
18 O 0.126 0.785 -3.722  -0.6067
19 H 0.763 2.120 2.875  0.3222
20 H 1.982 1.838 3.738  0.2937
21 O 1.480 1.481 2.996  -0.5810
22 H -2.103 -0.024 3.755  0.3082
23 H -1.427 -1.122 2.956  0.3257
24 O -2.304 -0.823 3.264  -0.6365